(1)
C5H3FO | the ωB97M-V functional and the def2-TZVPD basis

```
10
Properties=species:S:1:pos:R:3:forces:R:3
C 0.8655 -0.9124 -0.3432 -4.13 0.44 -0.65
C 0.3371 0.0637 -1.1449 1.76 1.33 1.32
C -0.3425 1.1546 -0.3119 2.01 -2.04 0.58
C -0.5027 0.6831 0.9095 -3.54 -1.83 1.49
C -0.1172 -0.8430 1.0014 2.27 1.72 -1.16
H 0.5854 0.3440 -2.1437 0.13 -0.63 -0.75
H -0.4223 2.2092 -0.4271 -0.48 0.48 -1.18
H -1.3619 1.0900 1.5056 1.66 -0.14 0.37
O -0.3319 -1.7121 1.7841 -0.25 0.53 -0.46
F 1.2905 -2.0772 -0.8299 0.58 0.15 0.44
```
Forces are in eV/Å.

Properties
Strongest force on any atom, hartree/bohr: 0.0828
Structure (SMILES): O=C1C=CC=C1F
ΔE to the lowest compared entry with this formula, charge and spin, eV: 1.487
HOMO energy, eV: -9.366
HOMO-LUMO gap, eV: 8.405
Charge: 0

=====

(2)
C4H8 | the ωB97M-V functional and the def2-TZVPD basis

```
12
Properties=species:S:1:pos:R:3:forces:R:3
C 2.0933 -0.5580 -0.0270 4.96 -0.38 1.46
C 3.1839 0.3139 -0.0154 -5.26 -1.00 -0.14
C -2.9505 -0.4891 -0.0044 -0.09 4.69 3.36
C -2.2936 0.7339 0.0314 -0.69 -3.15 0.31
H 1.2417 -0.3697 -0.5643 -1.88 0.60 -1.38
H 2.1409 -1.5910 0.4316 0.02 1.43 -0.29
H 2.9273 1.2927 -0.4370 0.72 -0.27 -0.07
H 3.9153 0.2494 0.7307 1.43 -0.39 0.43
H -3.7266 -0.8851 0.6986 1.23 0.56 -0.32
H -2.8270 -0.9700 -0.8616 0.21 -2.40 -3.58
H -2.1922 1.3132 0.9544 -0.32 0.14 -0.60
H -1.6776 0.9566 -0.8602 -0.32 0.16 0.83
```
Forces are in eV/Å.

Properties
Strongest force on any atom, hartree/bohr: 0.1122
Structure (SMILES): C=C.C=C
ΔE to the lowest compared entry with this formula, charge and spin, eV: 2.380
HOMO energy, eV: -9.901
HOMO-LUMO gap, eV: 11.078
Charge: 0

=====

(3)
C20H25N9O3 | the ωB97M-V functional and the def2-TZVPD basis

```
57
Properties=species:S:1:pos:R:3:forces:R:3
C -1.5331 4.5306 -6.7762 -0.16 -0.20 0.08
H -2.0305 4.5593 -7.7432 -0.02 0.04 -0.13
H -0.7431 3.7839 -6.8147 0.10 -0.02 -0.05
H -1.0787 5.5016 -6.5960 0.07 0.12 0.01
C -2.5385 4.1860 -5.6749 0.01 0.20 -0.10
C -1.8459 4.0537 -4.3420 -0.02 -0.10 0.02
C -1.8601 2.8424 -3.6554 0.01 0.06 -0.03
C -1.2280 2.7022 -2.4383 0.13 0.19 0.13
C -0.5561 3.7869 -1.8691 -0.38 0.03 -0.71
C -0.5420 5.0039 -2.5506 0.06 -0.23 0.24
C -1.1778 5.1309 -3.7687 -0.09 -0.05 -0.13
H -1.1521 6.0824 -4.2789 0.00 0.11 -0.07
H -0.0274 5.8523 -2.1212 0.05 0.08 0.05
C 0.1130 3.6492 -0.5953 0.48 -0.01 0.86
N 0.1295 2.5292 0.0051 -0.29 0.19 -0.81
N 0.7477 2.4041 1.1807 0.62 0.94 0.67
C 0.8107 1.2466 1.8942 0.06 0.15 0.01
O 1.4242 1.2125 2.9482 0.00 -0.05 -0.03
C 0.1279 0.0696 1.3391 -0.04 -1.08 0.44
C 0.1987 -1.2257 1.8440 -0.04 0.63 -0.19
N -0.5895 -1.9407 1.0023 0.89 1.07 0.84
C -0.9122 -3.2766 1.0163 -0.73 -1.81 -0.36
N -0.6421 -4.1294 1.9634 0.24 1.04 -0.01
O -1.1568 -5.2993 1.5837 0.09 -0.17 0.27
N -1.7764 -5.2136 0.3802 -0.38 0.45 -0.93
C -1.6521 -3.9714 -0.0200 0.64 -0.33 1.27
N -2.0739 -3.4495 -1.1793 -0.24 0.09 -0.64
H -2.6938 -3.9937 -1.7513 -0.02 0.04 -0.02
H -2.0457 -2.4431 -1.2602 -0.11 -0.16 -0.04
N -1.1066 -1.1248 0.0586 -0.66 -0.58 -0.59
N -0.6887 0.0527 0.2567 -0.19 0.21 -0.26
C 0.9852 -1.8310 2.9466 0.23 -0.06 0.25
N 2.0534 -2.6267 2.3486 -0.14 -0.03 -0.08
C 3.1670 -1.8271 1.8565 0.28 0.10 0.17
C 4.0825 -1.3357 2.9848 -0.17 0.11 -0.27
H 4.9727 -0.8574 2.5736 -0.09 0.06 0.00
O 4.5464 -2.4126 3.7743 0.09 -0.07 -0.03
C 3.4703 -3.1508 4.3153 -0.21 -0.24 -0.11
C 2.5608 -3.6868 3.2034 0.22 0.03 0.27
H 1.7204 -4.2418 3.6212 0.00 -0.05 0.00
H 3.1426 -4.3588 2.5651 -0.01 -0.06 0.09
H 3.9197 -3.9705 4.8781 -0.11 0.03 0.04
H 2.8906 -2.5169 5.0047 0.05 -0.05 0.01
H 3.5479 -0.6077 3.6126 0.06 -0.02 -0.03
H 2.7823 -0.9737 1.2956 0.05 0.00 -0.07
H 3.7431 -2.4641 1.1782 0.03 0.11 -0.02
H 0.3398 -2.5061 3.5135 0.07 0.11 0.04
H 1.3366 -1.0207 3.5974 -0.14 -0.17 -0.05
H 1.2256 3.2077 1.6045 -0.15 -0.35 -0.08
H 0.5999 4.5415 -0.1780 -0.01 -0.08 0.04
H -1.2370 1.7675 -1.8997 -0.03 -0.15 0.04
H -2.3775 1.9971 -4.0873 -0.05 -0.08 -0.05
C -3.6521 5.2337 -5.6093 0.03 -0.27 -0.03
H -4.1860 5.2735 -6.5562 -0.07 0.06 -0.09
H -4.3604 4.9846 -4.8222 -0.10 0.04 0.06
H -3.2447 6.2204 -5.4045 0.04 0.14 0.03
H -2.9939 3.2199 -5.9198 0.05 0.05 0.07
```
Forces are in eV/Å.

Properties
Strongest force on any atom, hartree/bohr: 0.0386
Structure (SMILES): CC(C)c1ccc(/C=N/NC(=O)c2nnn(-c3nonc3N)c2CN2CCOCC2)cc1
HOMO energy, eV: -8.367
HOMO-LUMO gap, eV: 8.468
Charge: 0

=====

(4)
C23H18F3N6O2RuS | the ωB97M-V functional and the def2-TZVPD basis

```
54
Properties=species:S:1:pos:R:3:forces:R:3
Ru -0.0373 0.5838 0.9730 0.02 0.15 0.10
O 1.5739 -2.8423 2.4863 0.04 -0.15 0.01
C 1.1016 -1.7548 2.2617 -0.14 0.28 -0.06
N 0.2189 -1.4133 1.2547 0.10 0.04 0.18
C -0.1416 -2.2130 0.2097 -0.06 -0.03 -0.11
C 0.0219 -3.6077 0.1401 0.01 0.13 -0.01
C -0.4672 -4.2817 -0.9493 -0.09 -0.07 -0.20
C -1.1339 -3.6113 -2.0093 0.09 -0.23 0.08
C -1.3052 -2.2629 -1.9901 0.07 0.14 0.12
C -0.8003 -1.5131 -0.8896 -0.02 -0.12 0.09
N -0.9378 -0.1822 -0.7334 -0.13 0.06 -0.25
C -1.9005 0.5645 -1.4415 0.10 -0.07 0.11
O -2.1158 0.4923 -2.6231 0.07 0.01 -0.06
C -2.6917 1.4487 -0.5181 0.16 -0.15 0.03
C -3.6751 2.2749 -1.0171 -0.10 0.05 -0.01
C -4.4072 3.0333 -0.1151 -0.03 0.02 -0.04
C -4.1297 2.9225 1.2361 -0.02 0.01 0.02
C -3.1180 2.0681 1.6451 0.08 -0.08 -0.02
N -2.4080 1.3409 0.7858 0.01 0.12 -0.01
C 1.4920 -0.5541 3.1207 -0.26 0.05 -0.23
C 2.2987 -0.7362 4.2171 0.07 -0.03 0.12
C 2.6480 0.3706 4.9801 0.05 -0.03 0.05
C 2.1834 1.6235 4.6198 0.01 0.01 0.03
C 1.3874 1.7420 3.4966 -0.04 -0.09 -0.12
N 1.0446 0.6752 2.7650 0.18 -0.11 -0.07
H 0.5061 -4.1287 0.9506 -0.01 0.03 0.01
H -0.3554 -5.3578 -0.9943 -0.01 0.02 -0.02
H -1.5095 -4.1832 -2.8479 0.01 -0.02 0.03
H -1.7930 -1.7493 -2.8033 0.00 0.03 0.02
H -3.8500 2.3098 -2.0830 0.01 0.00 0.01
H -5.1836 3.7009 -0.4638 0.00 -0.01 0.00
H -4.6801 3.4931 1.9707 0.00 -0.01 -0.01
H -2.8639 1.9663 2.6927 0.01 0.01 0.00
H 2.6357 -1.7370 4.4482 0.01 0.02 0.01
H 3.2838 0.2536 5.8477 -0.01 0.00 0.00
H 2.4388 2.5068 5.1876 0.00 -0.02 0.00
H 1.0158 2.6966 3.1519 0.01 0.02 0.00
F 1.5603 3.0239 0.5284 -0.04 0.01 0.00
C 0.2849 2.5859 0.3976 0.03 -0.01 0.07
F -0.4498 3.4260 1.2083 0.02 -0.05 -0.01
F -0.0845 2.9096 -0.8725 0.00 -0.02 -0.02
C 1.5609 1.3594 -3.2781 0.04 -0.19 0.04
N 1.7865 -0.0650 -3.0341 -0.11 0.22 -0.06
C 1.6958 -1.0509 -4.0031 0.01 0.15 0.08
C 1.9869 -2.2258 -3.4113 0.03 0.01 0.13
N 2.2389 -1.9332 -2.0881 0.00 -0.14 0.08
C 2.1205 -0.6089 -1.8460 0.05 -0.17 -0.19
S 2.4335 0.1573 -0.3601 -0.15 0.18 -0.04
H 2.0386 1.6297 -4.2163 0.00 0.02 0.00
H 2.0019 1.9203 -2.4603 0.00 0.02 0.03
H 0.4940 1.5611 -3.3296 -0.06 0.02 0.01
H 1.4427 -0.8225 -5.0232 0.00 0.01 0.03
H 2.0423 -3.2225 -3.8095 -0.01 0.01 0.02
H 2.5006 -2.5827 -1.3645 0.01 -0.03 0.00
```
Forces are in eV/Å.

Properties
Strongest force on any atom, hartree/bohr: 0.0068
Multiplicity: 5
ΔE to the lowest compared entry with this formula, charge and spin, eV: 0.000
HOMO energy (spin up / spin down), eV: -10.451 / -11.232
HOMO-LUMO gap (spin up / spin down), eV: 7.306 / 5.722
Charge: +1

=====

(5)
C4H6MgO3 | the ωB97M-V functional and the def2-TZVPD basis

```
14
Properties=species:S:1:pos:R:3:forces:R:3
C 2.7208 -0.3825 0.3231 -4.82 -2.90 0.48
C 1.5436 -0.9198 0.3605 5.27 0.90 -1.00
O 3.9549 -0.6158 0.4637 1.25 1.05 -0.94
H 1.6970 -0.2204 -0.7768 0.79 -0.66 1.08
H 1.3714 -1.9947 0.2751 -1.18 0.57 0.22
H 4.5266 -0.1501 -0.1736 0.44 0.32 0.41
O -0.1268 0.1435 -0.0281 -2.29 -0.23 -2.01
C -1.0869 -0.4283 -0.5515 0.84 0.84 2.77
O -2.3230 0.0816 -0.2797 -0.21 -1.47 -1.32
Mg -2.2535 -2.2020 -0.7452 0.00 0.81 -0.16
C -2.4729 1.4317 0.1984 -0.06 1.09 0.62
H -2.0251 1.5237 1.1940 -0.12 -0.05 -0.26
H -1.9776 2.1178 -0.4979 -0.19 -0.22 0.16
H -3.5487 1.6152 0.2380 0.29 -0.04 -0.05
```
Forces are in eV/Å.

Properties
Strongest force on any atom, hartree/bohr: 0.1099
ΔE to the lowest compared entry with this formula, charge and spin, eV: 5.193
HOMO energy, eV: -16.856
HOMO-LUMO gap, eV: 6.369
Charge: +2